{
  "formula": "C17H35FNO7S2",
  "method": "ωB97M-V/def2-TZVPD",
  "total_charge": 1,
  "orbital_gap_ev": 9.969,
  "max_force_ev_per_a": 7.88,
  "e_homo_ev": -12.701,
  "symbols": ["O", "S", "O", "O", "C", "C", "C", "C", "C", "O", "S", "O", "O", "O", "C", "C", "C", "F", "H", "H", "H", "H", "H", "H", "H", "H", "H", "H", "H", "H", "H", "H", "H", "C", "C", "C", "C", "N", "C", "C", "C", "C", "C", "H", "H", "H", "H", "H", "H", "H", "H", "H", "H", "H", "H", "H", "H", "H", "H", "H", "H", "H", "H"],
  "coordinates": [[-4.5969, -1.8793, -1.5782], [-3.9658, -2.5785, -0.3504], [-4.8032, -2.5032, 0.9500], [-3.5840, -4.2143, -0.7973], [-2.2922, -1.7613, 0.0026], [-1.3670, -2.0371, -1.3367], [0.0415, -2.7805, -0.9212], [1.2170, -2.1351, -1.8990], [0.9715, -2.7141, -3.4485], [2.0607, -3.7445, -3.5062], [3.3792, -2.7724, -4.0869], [4.5292, -3.0306, -3.0713], [3.7276, -3.4949, -5.4100], [2.7204, -1.1715, -4.1600], [1.2394, -1.3462, -4.3287], [1.1137, -1.3910, -5.9641], [-0.3964, -1.1395, -6.5519], [-1.4617, -1.0433, -5.5274], [-4.4461, -4.6474, -1.0689], [-1.8712, -2.2815, 0.9832], [-2.3746, -0.5799, 0.1344], [-1.1457, -1.0091, -1.8529], [-1.8856, -2.7188, -2.1395], [-0.0461, -3.9316, -1.1964], [0.3511, -2.6206, 0.1994], [2.2468, -2.5055, -1.4421], [1.1360, -0.9682, -1.8374], [-0.1217, -3.0892, -3.6722], [0.5490, -0.4974, -3.9032], [1.5280, -2.4107, -6.4167], [1.8243, -0.5289, -6.3773], [-0.3890, -0.1523, -7.2112], [-0.6671, -2.0269, -7.2986], [0.6409, 5.4682, 3.4163], [0.4969, 4.2898, 4.3648], [1.5388, 3.1891, 4.1606], [1.5896, 2.4610, 2.8116], [0.4624, 1.4538, 2.5011], [0.1371, 0.4968, 3.6581], [-1.0987, 1.0757, 4.3091], [-1.8851, 1.6606, 3.1557], [-0.8634, 2.1411, 2.1395], [0.9366, 0.6160, 1.3034], [0.4713, 5.1777, 2.3761], [-0.0936, 6.2403, 3.6697], [1.6400, 5.9145, 3.4908], [-0.5192, 3.8979, 4.3000], [0.6047, 4.6654, 5.3902], [1.4590, 2.4675, 4.9802], [2.5242, 3.6567, 4.2976], [2.5190, 1.8778, 2.7914], [1.6294, 3.1651, 1.9725], [-0.0941, -0.4856, 3.2305], [1.0024, 0.4016, 4.3184], [-0.8383, 1.8442, 5.0409], [-1.6721, 0.3120, 4.8437], [-2.5429, 2.4733, 3.4796], [-2.5191, 0.8890, 2.7036], [-0.7224, 3.2220, 2.1538], [-1.1539, 1.8531, 1.1225], [1.8272, 0.0571, 1.6065], [1.1671, 1.2966, 0.4785], [0.1355, -0.0730, 1.0178]]
}



{
  "formula": "C17H35IInNO3P",
  "method": "ωB97M-V/def2-TZVPD",
  "total_charge": -1,
  "orbital_gap_ev": 6.382,
  "max_force_ev_per_a": 7.17,
  "e_homo_ev": -3.971,
  "symbols": ["C", "C", "C", "C", "C", "In", "N", "C", "C", "C", "C", "I", "C", "C", "P", "O", "O", "O", "H", "H", "H", "H", "H", "H", "H", "H", "H", "H", "H", "H", "H", "H", "H", "H", "H", "H", "H", "H", "H", "C", "C", "C", "C", "C", "C", "H", "H", "H", "H", "H", "H", "H", "H", "H", "H", "H", "H", "H", "H"],
  "coordinates": [[0.4775, -0.9343, 2.4794], [-0.7112, -0.3464, 2.5301], [-2.1273, 0.4338, 2.4880], [-2.0553, 1.9603, 3.0076], [-1.3296, 3.0015, 2.0024], [0.9238, 2.7993, 1.8610], [1.2940, 1.3189, 0.3086], [0.4300, 1.4866, -0.6865], [0.6088, 2.5438, -1.9126], [-0.9248, 0.5607, -0.7628], [1.8801, 4.7220, 1.0787], [2.8145, 5.8840, 2.7064], [3.0436, 4.4739, -0.0171], [4.1573, 3.3861, 0.4109], [2.0162, 2.0846, 4.0926], [3.4025, 1.4020, 3.8215], [0.9383, 1.0203, 4.9439], [2.3114, 3.4148, 5.1464], [1.6318, -1.0467, 2.5382], [-2.6730, 0.3140, 1.4634], [-2.8099, -0.1370, 3.2473], [-3.1654, 2.3205, 3.1023], [-1.6411, 1.9961, 4.0983], [-1.8689, 3.0147, 0.9649], [-1.5282, 4.0675, 2.4453], [0.3165, 3.6261, -1.5878], [1.7071, 2.5943, -2.3026], [-0.0765, 2.2526, -2.7997], [-1.2341, 0.3604, -1.8736], [-1.7641, 1.2122, -0.3198], [-0.7741, -0.4524, -0.2450], [1.0186, 5.3530, 0.6061], [2.6417, 4.2505, -1.0882], [3.6109, 5.4923, -0.1239], [3.8043, 2.2866, 0.3261], [5.0456, 3.4819, -0.3451], [4.6202, 3.6285, 1.4483], [0.2110, 1.6049, 5.2698], [1.4058, 3.7763, 5.3526], [0.4118, -2.6992, -2.8554], [-0.7143, -3.1616, -1.9416], [-0.6992, -4.6687, -1.6787], [-0.8937, -5.5520, -2.9154], [-2.1836, -5.3038, -3.7001], [-3.4436, -5.5860, -2.8940], [0.3340, -3.1442, -3.8508], [0.3752, -1.6130, -2.9746], [1.3875, -2.9581, -2.4342], [-1.6778, -2.8541, -2.3610], [-0.6178, -2.6418, -0.9821], [-1.4714, -4.9030, -0.9379], [0.2557, -4.9369, -1.2108], [-0.8688, -6.6012, -2.5966], [-0.0420, -5.4245, -3.5914], [-2.1823, -5.9553, -4.5819], [-2.2107, -4.2773, -4.0783], [-3.4562, -6.6202, -2.5394], [-4.3304, -5.4307, -3.5149], [-3.5261, -4.9229, -2.0289]]
}



{
  "formula": "C17H35N6O6",
  "method": "ωB97M-V/def2-TZVPD",
  "total_charge": 1,
  "orbital_gap_ev": 9.703,
  "max_force_ev_per_a": 1.17,
  "e_homo_ev": -11.875,
  "symbols": ["C", "C", "N", "C", "C", "C", "C", "C", "O", "O", "N", "O", "C", "N", "H", "H", "H", "H", "H", "H", "H", "H", "H", "H", "H", "H", "H", "H", "C", "C", "O", "N", "C", "H", "H", "H", "H", "H", "H", "H", "C", "C", "O", "N", "C", "H", "H", "H", "H", "H", "H", "H", "C", "C", "O", "N", "C", "H", "H", "H", "H", "H", "H", "H"],
  "coordinates": [[3.2590, -0.4106, -1.5139], [2.1882, 0.0948, -2.4465], [0.9201, 0.5032, -1.8170], [-0.2031, 0.7094, -2.6186], [-1.2264, 1.0807, -1.8269], [-2.6437, 1.4034, -2.1173], [-3.3971, 0.2247, -2.7299], [-3.5317, -0.9939, -1.8758], [-4.3207, -1.8439, -2.1190], [-2.6770, -1.0888, -0.8271], [-0.7111, 1.0970, -0.5563], [-1.4383, 1.4092, 0.5352], [0.5810, 0.7547, -0.5567], [1.3713, 0.7318, 0.5612], [2.9005, -1.2931, -0.9964], [3.5070, 0.3288, -0.7695], [4.1320, -0.6650, -2.0844], [1.9420, -0.7088, -3.1239], [2.5586, 0.9016, -3.0598], [-0.1913, 0.5919, -3.6765], [-2.6562, 2.2091, -2.8381], [-3.1406, 1.7764, -1.2372], [-2.8910, -0.0961, -3.6297], [-4.3988, 0.5125, -3.0091], [-2.4488, -2.0226, -0.7575], [-0.9376, 2.1515, 1.0066], [1.8510, -0.1483, 0.6859], [0.8157, 0.9199, 1.3895], [-2.1834, 4.7994, 2.1672], [-0.9297, 4.1306, 2.6782], [-0.2739, 3.3517, 1.9627], [-0.5703, 4.3592, 3.9280], [-1.2550, 5.1701, 4.9192], [-2.3453, 4.4977, 1.1364], [-3.0467, 4.5029, 2.7629], [-2.0814, 5.8832, 2.1994], [0.2600, 3.8666, 4.2208], [-0.5861, 5.9464, 5.2897], [-1.5552, 4.5396, 5.7557], [-2.1354, 5.6387, 4.4977], [1.7099, -4.5945, -3.6785], [2.8182, -3.6336, -4.0343], [2.6285, -2.4210, -4.1006], [4.0375, -4.1508, -4.2866], [4.4487, -5.5462, -4.2626], [0.8006, -4.0261, -3.5115], [1.5359, -5.3011, -4.4894], [1.9539, -5.1475, -2.7711], [4.7299, -3.4578, -4.5243], [5.2460, -5.6882, -3.5331], [4.8207, -5.8421, -5.2432], [3.6163, -6.1874, -3.9983], [-0.5862, -0.4493, 5.5638], [-1.0061, 0.3352, 4.3525], [-1.1916, 1.5502, 4.3894], [-1.1537, -0.3517, 3.1787], [-0.9838, -1.7704, 2.9402], [-0.5023, 0.2298, 6.4057], [-1.3252, -1.2146, 5.8010], [0.3801, -0.9253, 5.3961], [-1.3992, 0.2538, 2.4028], [-0.1954, -1.9439, 2.2031], [-1.9105, -2.2019, 2.5594], [-0.7141, -2.2813, 3.8590]]
}